No. 1
The following is a quantum chemistry calculation of 6 unconnected molecules or ions with the total composition H12O6 at a distorted geometry, from the OMol25 dataset.

Its total charge is -1. The value obtained for the HOMO energy (alpha / beta) is 0.5 / -7.8 eV. The value obtained for the molecular weight is 108.1 g/mol. For the LUMO energy (alpha / beta), the calculation gives 0.1284 / 0.1260 hartree. The relative energy (zero: lowest compared OMol25 entry of this formula, charge and spin) comes out at 50.54 kJ/mol. As for the multiplicity: 2. As for the total energy: -12479.553 eV. The frontier orbital gap (alpha / beta) is 2.95 / 11.25 eV.

The geometry in XYZ format:
```
18
H12O6, DFT the ωB97M-V functional and the def2-TZVPD basis
O 0.665 3.362 -0.461
H 0.390 2.470 -0.248
H -0.113 3.766 -0.847
O -2.889 0.693 1.316
H -3.215 1.023 0.479
H -3.521 0.022 1.572
O -0.767 -2.057 -0.508
H 0.049 -2.548 -0.601
H -1.304 -2.591 0.076
O -0.107 0.522 0.042
H -0.721 0.630 0.768
H -0.282 -0.358 -0.292
O 2.135 -1.262 1.120
H 2.456 -1.280 2.021
H 1.600 -0.469 1.071
O 2.215 -0.788 -1.960
H 2.031 -0.361 -1.123
H 1.379 -0.773 -2.426
```

***

No. 2
The following is a quantum chemistry calculation of 2 unconnected molecules or ions with the total composition C24H26BF2O3 at a distorted geometry, from the OMol25 dataset.

Its total charge is +1. The value obtained for the HOMO energy is -10.4 eV. The value obtained for the molecular weight is 411.3 g/mol. For the LUMO energy, the calculation gives -0.2242 hartree. The relative energy (zero: lowest compared OMol25 entry of this formula, charge and spin) comes out at 87.29 kJ/mol. As for the total energy: -37557.627 eV. The frontier orbital gap is 4.32 eV.

The geometry in XYZ format:
```
56
C24H26BF2O3, DFT the ωB97M-V functional and the def2-TZVPD basis
C 5.890 1.935 -2.177
C 5.103 0.872 -1.574
C 5.275 -0.473 -1.324
C 4.017 -0.984 -0.912
C 3.100 0.063 -0.925
B 1.596 0.303 -1.203
O 0.568 -0.574 -1.458
C -0.440 0.177 -2.213
C -0.389 -0.314 -3.665
C -1.788 -0.271 -1.682
C -0.034 1.703 -1.975
C -0.006 2.646 -3.175
C -0.847 2.389 -0.874
O 1.333 1.626 -1.496
O 3.824 1.217 -1.273
H 6.934 1.647 -2.295
H 5.477 2.171 -3.171
H 5.844 2.860 -1.587
H 6.186 -1.018 -1.485
H 3.803 -1.998 -0.612
H -1.373 -0.162 -4.130
H 0.367 0.174 -4.297
H -0.231 -1.403 -3.658
H -2.591 0.138 -2.304
H -1.834 -1.364 -1.745
H -1.949 0.022 -0.641
H -1.023 2.951 -3.459
H 0.540 3.561 -2.908
H 0.508 2.227 -4.047
H -1.847 2.633 -1.253
H -0.949 1.779 0.037
H -0.365 3.345 -0.621
F -4.019 0.756 4.507
C -2.691 0.760 4.134
C -1.749 1.355 4.992
C -0.416 1.457 4.533
C 0.004 0.849 3.353
C -0.926 0.068 2.622
C -0.533 -0.964 1.716
C -1.376 -2.137 1.703
C -1.544 -2.922 0.533
C -2.664 -3.742 0.398
C -3.584 -3.902 1.445
C -3.266 -3.312 2.675
F -4.087 -3.556 3.756
C -2.149 -2.516 2.852
C -2.315 0.185 2.938
H -2.082 1.769 5.945
H 0.298 2.044 5.117
H 1.040 0.906 3.004
H 0.418 -0.942 1.168
H -0.781 -2.835 -0.245
H -2.815 -4.285 -0.537
H -4.479 -4.524 1.347
H -1.905 -2.142 3.848
H -3.078 -0.246 2.297
```

***

No. 3
The following is a quantum chemistry calculation of a molecular structure, C53H54N6O4RuSb at a distorted geometry, from the OMol25 dataset.

Its total charge is +3. The value obtained for the HOMO energy (alpha / beta) is -14.0 / -14.0 eV. The value obtained for the molecular weight is 1061.9 g/mol. For the LUMO energy (alpha / beta), the calculation gives -0.3536 / -0.3537 hartree. As for the total energy: -82062.958 eV. The frontier orbital gap (alpha / beta) is 4.42 / 4.42 eV.

The geometry in XYZ format:
```
119
C53H54N6O4RuSb, DFT the ωB97M-V functional and the def2-TZVPD basis
Ru 0.099 -0.519 -0.054
C 0.427 -5.975 -8.161
O -0.519 -4.992 -7.786
C -0.496 -4.414 -6.591
C 0.383 -4.722 -5.541
C 0.317 -4.021 -4.355
C -0.577 -2.959 -4.179
C -1.471 -2.673 -5.219
C -1.447 -3.391 -6.388
C -0.534 -2.170 -2.935
C -0.859 -2.812 -1.732
C -1.475 -4.095 -1.585
C -1.951 -4.166 -0.304
C -1.592 -2.947 0.345
N -0.888 -2.178 -0.513
C -1.854 -2.552 1.704
C -0.766 -1.947 2.414
C -0.418 -2.143 3.784
C 0.706 -1.399 4.024
C 1.029 -0.728 2.807
C 1.965 0.306 2.655
C 2.816 0.642 3.788
C 3.564 -0.333 4.468
C 4.382 0.013 5.513
C 4.470 1.352 5.948
O 5.318 1.603 6.938
C 5.493 2.931 7.400
C 3.667 2.315 5.316
C 2.877 1.963 4.248
C 2.054 1.121 1.499
N 1.208 1.046 0.429
C 1.504 2.050 -0.423
C 0.854 2.327 -1.671
C 0.794 3.739 -2.006
C 0.963 4.323 -3.275
C 0.806 5.673 -3.460
C 0.449 6.524 -2.394
O 0.271 7.802 -2.690
C -0.060 8.729 -1.674
C 0.313 5.958 -1.117
C 0.496 4.611 -0.938
C 0.320 1.282 -2.451
C 0.013 1.291 -3.846
C -0.250 0.005 -4.214
C -0.216 -0.790 -3.027
N 0.144 0.004 -1.978
C 2.646 2.751 0.066
C 2.990 2.164 1.268
N 0.148 -1.131 1.835
C -3.138 -2.716 2.305
C -3.448 -2.123 3.556
C -4.696 -2.200 4.115
C -5.746 -2.854 3.442
O -6.985 -2.970 3.878
C -7.380 -2.427 5.126
C -5.474 -3.377 2.154
C -4.224 -3.313 1.610
H 0.175 -6.242 -9.187
H 0.361 -6.866 -7.528
H 1.447 -5.579 -8.128
H 1.112 -5.511 -5.640
H 1.002 -4.285 -3.564
H -2.210 -1.900 -5.081
H -2.147 -3.190 -7.183
H -1.548 -4.842 -2.350
H -2.426 -5.011 0.155
H -0.893 -2.821 4.466
H 1.238 -1.302 4.949
H 3.533 -1.358 4.128
H 4.980 -0.727 6.020
H 6.332 2.903 8.093
H 4.599 3.280 7.925
H 5.724 3.615 6.579
H 3.650 3.334 5.668
H 2.252 2.714 3.787
H 1.296 3.725 -4.110
H 0.951 6.124 -4.431
H -0.195 9.685 -2.174
H 0.745 8.817 -0.941
H -0.989 8.452 -1.171
H 0.042 6.566 -0.270
H 0.349 4.201 0.051
H -0.006 2.148 -4.486
H -0.460 -0.341 -5.206
H 3.096 3.612 -0.390
H 3.812 2.427 1.902
H -2.691 -1.563 4.082
H -4.878 -1.737 5.073
H -8.434 -2.673 5.243
H -7.261 -1.339 5.129
H -6.816 -2.872 5.951
H -6.297 -3.808 1.609
H -4.082 -3.704 0.618
N 4.581 0.832 -1.158
C 4.769 -0.546 -0.610
C 3.877 -1.593 -1.282
N 2.537 -1.674 -0.697
H 5.430 1.390 -1.003
H 3.778 1.361 -0.700
H 4.408 0.789 -2.170
H 4.575 -0.511 0.464
H 5.812 -0.832 -0.767
H 4.402 -2.555 -1.198
H 3.780 -1.372 -2.350
H 2.614 -2.005 0.265
H 2.018 -2.384 -1.214
C -3.672 1.647 1.885
Sb -2.395 1.032 0.256
C -2.762 2.716 -1.051
C -3.806 -0.317 -0.645
H -4.511 2.187 1.464
H -3.138 2.298 2.566
H -4.026 0.775 2.423
H -3.837 2.856 -1.100
H -2.379 2.509 -2.046
H -2.292 3.618 -0.669
H -4.700 0.229 -0.922
H -4.064 -1.090 0.071
H -3.384 -0.778 -1.531
```

***

No. 4
The following is a quantum chemistry calculation of a molecular structure, C7H16O11V3 at a distorted geometry, from the OMol25 dataset.

Its total charge is +1. The value obtained for the HOMO energy is -12.4 eV. The value obtained for the molecular weight is 429.0 g/mol. For the LUMO energy, the calculation gives -0.2592 hartree. The relative energy (zero: lowest compared OMol25 entry of this formula, charge and spin) comes out at 406.81 kJ/mol. As for the total energy: -107093.475 eV. The frontier orbital gap is 5.31 eV.

The geometry in XYZ format:
```
37
C7H16O11V3, DFT the ωB97M-V functional and the def2-TZVPD basis
O -0.325 1.251 4.010
V 0.429 0.217 3.041
O 1.974 0.104 3.501
O 2.179 -3.347 1.141
V 0.998 -3.032 0.173
O 1.617 -2.770 -1.277
O -3.595 -2.896 0.867
V -2.726 -1.793 1.691
O -3.778 -1.006 2.698
C -0.324 -0.844 0.638
O -0.818 -1.942 0.239
O -1.022 -0.214 1.515
O 0.900 -0.923 0.969
C -3.132 0.900 -1.896
C -3.281 1.053 -0.375
C -4.123 2.285 -0.029
O -3.932 -0.130 0.132
H -4.103 0.731 -2.362
H -2.442 0.123 -2.222
H -2.782 1.859 -2.289
H -2.317 1.252 0.097
H -4.218 2.240 1.060
H -5.074 2.302 -0.556
H -3.490 3.151 -0.224
H -4.844 0.114 0.330
C 2.943 0.233 -1.563
C 4.072 -0.303 -0.693
C 5.411 0.350 -0.991
O 3.721 -0.108 0.677
H 2.963 0.076 -2.641
H 2.885 1.304 -1.361
H 2.013 -0.271 -1.278
H 4.165 -1.394 -0.761
H 5.355 1.406 -1.274
H 5.988 -0.190 -1.735
H 5.937 0.455 -0.037
H 2.777 -0.246 0.784
```